(1)
A molecular structure, C3H5HgLiO4 in a non-equilibrium geometry, computed with ωB97M-V/def2-TZVPD.

Values from the calculation:
energy above the lowest of the compared OMol25 structures with the same formula, charge and spin	36.81	kcal per mole
DFT total energy	-15757.94837	eV
gap between HOMO and LUMO (spin up / spin down)	6.76 / 7.45	eV
strongest force on any atom	8.024	eV/A

Structure (ORCA input):
```
! RIJCOSX wB97M-V def2-TZVPD def2/J DEFGRID3
* xyz 0 3
O -1.956 0.172 -2.760
C -1.376 0.216 -0.497
O -1.678 1.587 -0.390
O -2.222 -0.653 -0.088
O -0.016 0.183 -0.191
C 0.452 -0.781 0.748
C 1.980 -0.677 0.868
H 0.002 -0.612 1.729
H 0.201 -1.795 0.424
H 2.279 0.240 1.375
H 2.378 -1.507 1.454
H 2.464 -0.695 -0.109
Hg -2.741 2.136 -2.564
Li 0.234 2.185 -0.001
*
```

---

(2)
A molecular structure, C17H34CeO2P2 in a non-equilibrium geometry, computed with ωB97M-V/def2-TZVPD.

Values from the calculation:
energy above the lowest of the compared OMol25 structures with the same formula, charge and spin	48.82	kcal per mole
DFT total energy	-53760.65433	eV
gap between HOMO and LUMO (spin up / spin down)	3.10 / 3.10	eV
strongest force on any atom	2.653	eV/A

Structure (ORCA input):
```
! RIJCOSX wB97M-V def2-TZVPD def2/J DEFGRID3
* xyz 2 1
P 0.062 -1.590 -2.711
P 0.202 1.685 -2.508
C -0.259 -0.553 -4.221
C 0.409 0.820 -4.157
H -1.354 -0.451 -4.305
H 0.109 -1.130 -5.085
H 1.496 0.738 -4.315
H -0.016 1.505 -4.908
C -1.480 2.376 -2.849
H -1.761 3.085 -2.061
H -2.233 1.576 -2.867
H -1.456 2.885 -3.822
C 1.247 3.122 -2.925
H 0.867 3.587 -3.848
H 2.274 2.764 -3.078
H 1.234 3.838 -2.097
C -1.012 -2.996 -3.092
H -0.909 -3.742 -2.297
H -0.737 -3.420 -4.069
H -2.048 -2.634 -3.112
C 1.747 -2.187 -3.129
H 2.472 -1.363 -3.089
H 1.737 -2.628 -4.136
H 2.058 -2.937 -2.392
Ce 0.716 -0.089 3.657
C 0.634 1.840 0.567
C -0.700 1.685 0.560
C -1.507 0.649 -0.166
C -1.951 -0.641 0.560
C -0.875 -1.458 1.190
C 0.470 -1.407 0.962
C 1.167 -0.601 -0.094
C 1.690 0.820 0.215
C 0.322 -1.994 4.767
H 1.038 2.806 0.934
H -1.291 2.395 1.156
H -1.019 0.312 -1.106
H -2.415 1.156 -0.542
H -2.725 -0.389 1.304
H -2.485 -1.279 -0.180
H -1.250 -2.291 1.818
H 1.085 -2.184 1.463
H 0.492 -0.451 -0.966
H 2.004 -1.193 -0.500
H 2.537 0.773 0.930
H 2.147 1.199 -0.722
H 1.083 -2.158 5.553
H 0.431 -2.705 3.923
H -0.709 -1.984 5.158
C -0.001 0.603 8.103
O -0.694 1.133 6.911
C -0.280 0.727 5.736
O -1.052 0.934 4.702
H -0.292 1.255 8.932
H 1.099 0.618 7.963
H -0.319 -0.433 8.287
*
```

---

(3)
3 unconnected molecules or ions with the total composition C4H12NO2 in a non-equilibrium geometry, computed with ωB97M-V/def2-TZVPD.

Values from the calculation:
energy above the lowest of the compared OMol25 structures with the same formula, charge and spin	51.79	kcal per mole
DFT total energy	-9919.98425	eV
gap between HOMO and LUMO	9.27	eV
strongest force on any atom	2.161	eV/A

Structure (ORCA input):
```
! RIJCOSX wB97M-V def2-TZVPD def2/J DEFGRID3
* xyz 1 1
C -1.143 0.851 -1.785
C -0.731 -0.307 -0.949
C -0.453 -1.539 -1.362
C -1.134 0.903 1.067
N -0.708 -0.157 0.489
H -1.021 0.536 -2.818
H -2.193 1.150 -1.767
H -0.450 1.672 -1.617
H -0.148 -2.279 -0.649
H -0.487 -1.772 -2.398
H -1.233 0.973 2.142
H -1.541 1.731 0.498
H 0.007 -0.711 0.994
H 1.759 -1.888 2.749
H 1.695 -0.555 1.973
O 1.164 -1.303 2.270
H 2.870 1.041 0.018
H 1.495 1.124 0.590
O 2.254 0.531 0.556
*
```

---

(4)
A gas-phase ion, C3H7N4 (charge +1) in a non-equilibrium geometry, computed with ωB97M-V/def2-TZVPD.

Values from the calculation:
energy above the lowest of the compared OMol25 structures with the same formula, charge and spin	83.53	kcal per mole
DFT total energy	-9174.89441	eV
gap between HOMO and LUMO (spin up / spin down)	7.74 / 7.74	eV
strongest force on any atom	5.257	eV/A

Structure (ORCA input):
```
! RIJCOSX wB97M-V def2-TZVPD def2/J DEFGRID3
* xyz 1 1
C 1.111 -0.901 -0.008
C -2.256 0.649 -0.155
C 0.461 0.572 -0.067
N -0.875 0.900 0.076
N 0.513 -1.991 -0.199
N -2.755 -0.500 0.256
N 1.351 1.622 0.020
H 2.121 -0.775 0.290
H -0.923 1.968 -0.015
H 1.194 -2.775 -0.248
H -3.707 -0.632 0.018
H -2.437 -1.197 0.835
H 1.142 2.465 0.448
H 2.375 1.452 -0.233
*
```

---

(5)
C3H3IO in the gas phase in a non-equilibrium geometry, computed with ωB97M-V/def2-TZVPD.

Values from the calculation:
SMILES	COC#CI
energy above the lowest of the compared OMol25 structures with the same formula, charge and spin	48.39	kcal per mole
DFT total energy	-13304.05206	eV
gap between HOMO and LUMO	9.24	eV
strongest force on any atom	4.281	eV/A

Structure (ORCA input):
```
! RIJCOSX wB97M-V def2-TZVPD def2/J DEFGRID3
* xyz 0 1
C -1.395 -0.071 0.077
O -0.212 -0.611 -0.421
C 0.918 -0.105 -0.032
C 2.139 0.009 -0.001
I 4.028 0.671 -0.023
H -2.287 -0.540 -0.516
H -1.575 0.898 -0.231
H -1.616 -0.252 1.148
*
```

---

(6)
A gas-phase ion, C7H7N2O (charge +1) in a non-equilibrium geometry, computed with ωB97M-V/def2-TZVPD.

Values from the calculation:
SMILES	C/C(O)=C1\N=CC#CC1=[NH2+]
energy above the lowest of the compared OMol25 structures with the same formula, charge and spin	112.49	kcal per mole
DFT total energy	-12387.79585	eV
gap between HOMO and LUMO	7.94	eV
strongest force on any atom	6.666	eV/A

Structure (ORCA input):
```
! RIJCOSX wB97M-V def2-TZVPD def2/J DEFGRID3
* xyz 1 1
C 2.218 -0.628 0.609
C 0.711 -0.741 0.663
O 0.110 -1.252 1.723
C 0.073 -0.074 -0.324
N 0.623 0.427 -1.440
C 0.182 1.272 -2.281
C -1.192 1.533 -2.112
C -1.936 1.079 -1.190
C -1.579 0.329 -0.112
N -2.178 0.171 1.027
H 2.583 0.216 1.018
H 2.435 -0.818 -0.430
H 2.631 -1.549 1.203
H -0.653 -1.834 1.737
H 0.737 1.692 -3.048
H -3.112 0.452 1.104
H -1.652 -0.277 1.853
*
```